[1]
The following is a DFT calculation (wB97M-V/def2-TZVPD) of a cluster of 13 separate species, C15H56N12O13 in total at a distorted geometry.

## Properties
total charge	0
frontier orbital gap	8.16	eV
E_HOMO	-8.66	eV
energy above the lowest of the compared OMol25 structures with the same formula, charge and spin	216.1	kcal per mole
LUMO	-0.50	eV

CARTESIAN COORDINATES (ANGSTROEM)
O 2.166 -4.630 -27.193
O 1.293 -6.315 -29.439
O 8.024 -0.642 -32.064
O 6.004 -7.680 -32.135
O 5.867 -4.975 -24.994
O 3.236 -8.479 -32.264
O 3.791 -4.826 -29.661
O -0.889 -2.813 -32.136
O 3.207 -3.793 -31.999
O 7.473 -6.953 -28.533
O 3.409 -1.003 -28.991
O 8.494 -6.206 -31.203
O 3.569 -8.833 -26.783
N 8.589 -6.012 -26.721
N -1.536 -4.844 -31.069
N 8.991 -5.101 -28.624
N 1.612 -6.814 -32.449
N -0.743 -6.228 -28.392
N 5.481 -0.365 -28.077
N 0.891 -8.784 -31.623
N 7.478 -0.998 -29.779
N 0.574 -4.419 -31.302
N 6.376 -2.240 -31.312
N -0.315 -7.939 -29.532
N 5.169 -2.522 -28.411
C 1.885 -8.047 -32.152
C 6.364 -8.578 -31.092
C 8.395 -4.862 -31.646
C 4.764 -5.756 -29.929
C 2.994 -2.404 -31.712
C 4.689 -1.291 -28.435
C 2.339 -1.718 -32.926
C 1.816 -5.518 -26.157
C -0.636 -4.003 -31.487
C 0.119 -6.802 -29.085
C 3.790 -8.320 -28.014
C 7.245 -1.242 -31.062
C 3.754 -9.512 -28.916
C 5.372 -5.363 -26.227
C 8.400 -6.089 -27.962
H 4.936 0.517 -27.931
H 9.787 -4.612 -28.195
H 1.334 -3.967 -31.786
H 2.987 -1.812 -33.841
H 5.905 -8.271 -30.120
H 7.424 -8.815 -30.921
H 1.362 -4.324 -27.624
H 2.057 -5.093 -25.229
H 7.736 -4.825 -32.477
H 3.098 -5.244 -29.183
H 2.437 -6.242 -32.825
H 0.712 -6.273 -32.404
H 5.520 -5.244 -30.535
H 7.852 -4.153 -31.032
H 3.159 -10.300 -28.490
H 3.539 -4.123 -31.145
H -1.189 -8.391 -29.401
H 2.199 -0.704 -32.862
H 8.107 -6.713 -26.134
H 5.222 -4.531 -26.903
H 1.409 -2.039 -33.328
H -1.651 -6.744 -28.265
H 6.171 -0.398 -27.330
H 4.347 -5.778 -26.051
H 0.762 -5.867 -26.068
H 9.357 -4.493 -31.968
H 2.284 -6.464 -26.149
H 6.039 -6.108 -26.612
H 4.566 -3.346 -28.641
H 4.348 -8.743 -26.267
H 5.818 -9.513 -31.228
H 4.742 -9.905 -29.123
H 4.696 -7.840 -28.078
H 7.717 -6.689 -31.412
H 9.427 -5.516 -26.371
H 0.831 -5.263 -30.748
H 5.316 -5.976 -28.936
H 6.327 -2.600 -32.292
H 4.479 -6.672 -30.345
H 6.709 -4.544 -25.077
H 5.043 -7.743 -32.288
H 6.146 -2.651 -28.007
H 0.282 -8.269 -30.383
H -0.614 -5.255 -28.345
H 9.007 -5.171 -29.673
H 6.563 -0.638 -29.236
H 3.957 -1.913 -31.519
H 5.875 -2.684 -30.538
H -0.102 -8.531 -31.845
H -1.331 -5.718 -30.536
H -2.513 -4.533 -31.113
H 8.260 -0.444 -29.506
H 1.021 -9.771 -31.433
H 2.446 -2.232 -30.798
H 3.325 -9.284 -29.863
H 3.124 -7.557 -28.246


[2]
The following is a DFT calculation (wB97M-V/def2-TZVPD) of a cluster of 14 separate species, C15H58N6O14 in total at a distorted geometry.

## Properties
total charge	0
frontier orbital gap	8.39	eV
E_HOMO	-8.28	eV
energy above the lowest of the compared OMol25 structures with the same formula, charge and spin	12.7	kcal per mole
LUMO	0.12	eV

CARTESIAN COORDINATES (ANGSTROEM)
O 2.533 0.204 1.802
O 0.051 -2.137 -3.276
O 3.080 -1.424 -3.270
O 2.838 -3.779 3.195
O -2.254 2.786 1.588
O -0.107 -0.833 3.532
O 0.651 -1.250 0.259
O 0.926 3.973 2.612
O 1.978 3.917 -1.647
O -2.790 -0.363 1.636
O -0.114 -3.412 2.844
O 1.205 0.266 -4.464
O -1.160 2.549 -1.731
O -4.279 -1.921 -2.891
N 1.830 2.237 3.838
N -3.650 3.724 -0.040
N 0.004 1.845 2.728
N -0.882 -4.357 -3.158
N -3.382 1.624 -0.066
N -0.063 -3.486 -1.285
C -3.597 -1.448 -1.700
C -3.102 2.738 0.560
C 1.732 1.459 -3.938
C -3.727 -1.270 1.961
C -0.989 -3.767 1.788
C 1.551 2.568 -4.916
C 2.854 -2.482 2.602
C -0.979 -0.574 4.540
C 1.734 3.237 -0.522
C -0.264 -3.297 -2.598
C 3.798 0.644 1.330
C 0.933 2.672 3.050
C 3.301 -1.262 -1.903
C 0.117 -0.265 -0.574
C -1.255 3.785 -2.417
H 3.061 -0.249 -1.682
H -0.031 -1.820 3.526
H 3.016 -2.336 -3.578
H -2.057 -3.850 2.158
H -0.797 2.127 2.067
H -1.330 0.476 4.536
H 1.244 -0.883 0.898
H -0.804 -0.553 -1.085
H -1.075 -3.114 0.902
H 0.701 3.184 -0.326
H 0.476 -4.139 2.967
H -4.291 -1.064 -0.978
H -3.089 -2.296 -1.293
H 1.887 2.334 -5.874
H 2.753 1.384 -3.745
H 1.676 -0.489 -4.085
H -1.394 -4.179 -4.054
H -3.101 0.829 0.524
H -5.219 -1.798 -2.847
H -3.980 1.500 -0.889
H -1.291 -5.030 -2.496
H -3.484 -2.340 1.702
H -3.922 -1.400 3.031
H -4.608 -0.931 1.421
H 2.295 0.835 2.518
H -0.329 0.463 0.088
H 4.249 -1.343 -1.287
H -1.655 4.567 -1.806
H -1.927 -0.486 2.117
H 3.799 0.782 0.269
H 0.362 -2.682 -0.754
H 2.608 -1.954 -1.420
H -1.791 -1.222 4.444
H -3.322 4.676 0.120
H 2.145 2.264 -0.531
H 3.744 -1.990 3.059
H -4.307 3.694 -0.854
H 2.190 3.744 0.257
H -0.440 -4.300 -0.806
H 0.920 0.176 -1.245
H 3.808 -3.993 3.288
H -0.048 0.812 2.988
H -0.563 -0.735 5.505
H -2.015 2.321 -1.392
H 1.227 1.611 -2.947
H 0.465 2.880 -4.987
H 1.699 1.356 4.357
H 4.148 1.501 1.826
H 2.661 2.782 4.170
H -2.834 -0.699 -1.975
H -1.684 3.799 -3.377
H 3.097 -2.420 1.515
H 1.915 -1.998 2.674
H 1.262 4.532 -1.825
H -0.850 -4.737 1.399
H 4.462 -0.179 1.593
H 2.122 3.473 -4.635
H -0.278 4.210 -2.616


[3]
The following is a DFT calculation (wB97M-V/def2-TZVPD) of a cluster of 14 separate species, C15H58O14 in total at a distorted geometry.

## Properties
total charge	0
frontier orbital gap	10.02	eV
E_HOMO	-9.60	eV
energy above the lowest of the compared OMol25 structures with the same formula, charge and spin	100.5	kcal per mole
LUMO	0.42	eV

CARTESIAN COORDINATES (ANGSTROEM)
O 11.117 10.645 10.095
O 9.206 10.040 8.044
O 7.451 12.368 8.787
O 9.065 14.107 7.254
O 10.688 17.177 9.623
O 5.900 12.246 16.437
O 11.110 12.926 14.232
O 6.377 14.721 9.846
O 7.949 8.797 13.056
O 10.807 10.274 13.075
O 7.536 15.660 12.349
O 10.114 15.115 13.074
O 11.889 14.480 8.141
O 11.494 17.191 14.556
C 4.903 15.407 8.061
C 7.617 9.883 10.891
C 10.822 14.646 11.897
C 6.944 9.325 12.159
C 6.368 11.904 8.021
C 12.391 11.046 9.519
C 13.201 11.902 10.491
C 5.518 15.757 9.406
C 6.919 12.185 15.419
C 10.021 13.625 11.143
C 11.601 13.303 16.511
C 9.740 18.254 9.288
C 12.894 17.375 14.300
C 8.994 13.438 6.013
C 11.666 12.326 15.361
H 6.496 12.351 14.415
H 8.002 13.434 5.610
H 11.741 14.362 12.272
H 10.291 19.125 8.961
H 4.305 14.508 8.177
H 8.995 13.944 10.855
H 6.058 16.702 9.442
H 6.825 10.374 10.264
H 10.756 9.935 9.540
H 6.834 15.038 10.669
H 8.091 9.088 10.277
H 11.042 12.168 13.654
H 10.966 15.573 11.288
H 4.738 15.862 10.167
H 7.711 7.894 13.359
H 9.132 17.902 8.407
H 14.090 12.060 9.954
H 9.891 10.036 13.227
H 13.347 17.745 15.203
H 11.145 11.468 15.696
H 7.680 13.006 15.499
H 13.132 17.937 13.394
H 13.396 11.337 11.407
H 8.815 10.622 8.682
H 8.456 15.557 12.718
H 8.626 13.539 7.945
H 10.522 13.265 10.248
H 6.464 10.094 12.734
H 9.596 13.949 5.292
H 12.942 10.095 9.315
H 11.111 10.199 12.162
H 8.557 9.385 7.835
H 12.675 11.981 15.201
H 11.012 14.250 7.802
H 9.965 12.690 11.745
H 6.251 12.512 7.120
H 8.280 10.690 11.089
H 12.667 12.823 10.700
H 5.626 15.288 7.301
H 6.262 12.449 17.291
H 11.066 16.485 14.008
H 9.079 18.457 10.103
H 11.666 12.742 17.452
H 13.426 16.324 14.103
H 10.331 14.468 13.760
H 10.675 13.871 16.534
H 7.117 13.183 9.230
H 12.489 13.946 16.445
H 7.484 11.300 15.558
H 11.695 14.874 8.996
H 7.157 16.283 13.021
H 12.304 11.620 8.572
H 5.417 11.957 8.563
H 6.091 8.648 11.910
H 11.068 16.869 8.784
H 4.293 16.249 7.627
H 6.568 10.955 7.623
H 9.369 12.440 6.094


[4]
The following is a DFT calculation (wB97M-V/def2-TZVPD) of a cluster of 15 separate species, C15H60N20O15 in total at a distorted geometry.

## Properties
total charge	0
frontier orbital gap	9.38	eV
E_HOMO	-9.11	eV
energy above the lowest of the compared OMol25 structures with the same formula, charge and spin	0.0	kcal per mole
LUMO	0.28	eV

CARTESIAN COORDINATES (ANGSTROEM)
O -13.960 -9.398 2.633
O -21.194 -13.386 4.267
O -17.392 -11.159 10.666
O -21.437 -8.205 8.647
O -15.563 -7.697 7.396
O -14.310 -10.820 7.101
O -19.893 -10.230 7.204
O -17.294 -12.629 4.951
O -20.078 -8.976 1.232
O -22.093 -8.381 4.065
O -19.010 -3.972 2.918
O -16.876 -7.677 4.269
O -16.572 -4.297 7.299
O -15.320 -11.913 0.652
O -15.363 -9.026 -0.102
N -13.410 -11.218 4.941
N -15.402 -11.856 9.776
N -17.145 -8.935 1.338
N -17.107 -11.173 8.423
N -15.400 -10.052 5.271
N -17.512 -9.302 -0.875
N -17.853 -2.502 6.838
N -22.189 -11.375 3.673
N -18.708 -8.915 4.668
N -20.734 -12.253 6.772
N -20.007 -5.803 3.868
N -14.720 -5.924 8.724
N -20.985 -4.832 2.087
N -19.741 -8.880 10.098
N -22.109 -10.408 7.156
N -17.227 -4.023 5.164
N -19.984 -6.651 9.523
N -18.225 -7.352 6.154
N -19.889 -11.656 3.506
N -14.003 -8.189 8.982
C -16.675 -11.396 9.680
C -20.471 -7.958 9.393
C -16.067 -12.328 1.828
C -14.392 -10.722 5.818
C -20.884 -9.139 0.067
C -19.924 -4.787 2.979
C -13.371 -8.153 2.268
C -17.248 -13.821 5.804
C -17.198 -3.629 6.454
C -20.873 -10.986 7.059
C -14.841 -7.327 8.253
C -21.133 -12.249 3.852
C -23.055 -7.574 4.799
C -16.555 -9.028 0.094
C -17.796 -7.927 5.030
H -20.125 -9.795 10.284
H -23.056 -11.869 3.808
H -13.176 -7.512 3.113
H -23.883 -8.069 5.284
H -21.900 -9.269 0.378
H -14.973 -12.197 10.613
H -21.794 -5.436 2.290
H -12.430 -8.369 1.774
H -22.182 -10.333 3.854
H -18.859 -8.710 10.575
H -16.532 -14.573 5.552
H -21.444 -12.820 6.305
H -18.618 -7.973 6.848
H -16.371 -10.811 7.777
H -17.652 -2.211 7.786
H -17.472 -6.701 6.470
H -19.759 -12.435 6.617
H -14.357 -9.766 1.839
H -22.510 -6.957 5.519
H -13.252 -7.735 9.501
H -18.008 -1.727 6.223
H -18.216 -9.560 4.052
H -20.613 -6.599 3.635
H -16.423 -13.361 1.725
H -15.251 -5.208 8.301
H -19.129 -12.019 4.008
H -17.066 -13.459 6.847
H -18.325 -9.795 -0.539
H -19.160 -9.538 5.433
H -21.465 -8.617 4.735
H -18.104 -8.638 1.379
H -22.161 -9.439 7.533
H -20.373 -8.233 1.776
H -21.277 -4.092 1.439
H -15.231 -9.734 4.317
H -17.654 -3.572 4.295
H -12.649 -11.645 5.467
H -18.220 -14.316 5.837
H -15.871 -11.992 -0.161
H -20.438 -5.984 9.020
H -23.485 -6.834 4.106
H -13.301 -10.726 4.030
H -19.142 -6.038 4.345
H -16.833 -11.630 2.157
H -19.194 -6.410 10.102
H -20.563 -10.082 -0.342
H -14.955 -11.837 8.921
H -20.690 -8.311 -0.616
H -22.904 -10.971 7.354
H -13.971 -9.133 8.538
H -16.543 -4.707 4.944
H -16.589 -8.545 2.077
H -16.635 -11.976 5.157
H -15.831 -9.423 5.936
H -17.928 -10.643 8.369
H -19.817 -10.750 3.042
H -14.022 -7.641 1.560
H -15.260 -12.302 2.502
H -17.108 -9.708 -1.704
H -14.220 -5.854 9.581


Number 1: energy -60956.272 eV. Number 2: energy -54094.986 eV. Number 3: energy -45157.859 eV. Number 4: energy -77052.246 eV.